ORCA calculation (ωB97M-V with the def2-TZVPD basis set) on a cluster of 2 separate species, C16H21BrN4O4 in total.

XYZ file:
```
46
Properties=species:S:1:pos:R:3:forces:R:3:lowdin_charge:R:1
C 1.367 2.124 -6.308 -0.34 0.19 0.30 -0.05
N 0.657 1.443 -5.228 0.72 -0.79 -0.09 0.03
C -0.402 1.952 -4.582 -0.94 0.73 -0.46 -0.48
O -0.887 3.039 -4.878 0.22 -0.27 0.25 0.05
C -1.057 1.094 -3.487 0.52 -0.56 0.08 -0.20
N -0.851 -0.354 -3.709 0.42 1.92 1.16 0.09
C -1.432 -1.121 -4.630 -0.62 -1.25 -1.24 -0.56
C -2.493 -0.539 -5.542 0.23 0.02 0.26 0.02
O -1.108 -2.291 -4.741 0.10 -0.30 0.04 0.04
C -0.537 1.483 -2.084 -0.49 0.12 0.57 -0.37
C -0.608 2.987 -1.794 0.29 -0.19 -0.55 -0.06
C -1.344 0.768 -0.990 0.35 -0.19 -0.37 -0.08
H 0.650 2.518 -7.032 0.07 -0.01 0.10 0.09
H 1.942 2.957 -5.900 0.01 0.02 -0.15 0.09
H 2.039 1.430 -6.813 -0.13 -0.01 0.18 0.08
H 0.966 0.521 -4.960 -0.06 0.09 -0.06 0.13
H -2.125 1.313 -3.514 -0.01 0.11 -0.15 0.15
H -0.201 -0.837 -3.107 0.01 -0.05 -0.01 0.15
H -3.331 -0.188 -4.944 -0.10 0.20 -0.06 0.09
H -2.838 -1.318 -6.221 0.13 0.03 0.16 0.09
H -2.079 0.284 -6.121 -0.11 0.21 -0.01 0.08
H 0.506 1.172 -2.000 0.19 -0.10 -0.10 0.14
H -1.625 3.351 -1.948 0.04 0.10 0.00 0.09
H -0.307 3.186 -0.765 -0.05 -0.08 0.01 0.08
H 0.068 3.533 -2.452 -0.16 0.17 0.00 0.08
H -2.393 1.061 -1.047 -0.05 -0.03 0.04 0.09
H -0.955 1.035 -0.007 -0.06 -0.02 -0.03 0.06
H -1.269 -0.313 -1.099 -0.18 -0.07 0.12 0.06
O 4.041 -3.318 5.485 0.08 0.16 1.12 0.09
C 3.477 -2.853 6.462 0.46 -0.57 -1.82 -0.48
O 4.002 -2.924 7.706 -0.43 0.15 -0.45 0.11
C 2.171 -2.192 6.288 -1.19 0.65 -0.02 -0.13
C 1.477 -1.665 7.400 -1.09 0.54 -0.26 0.00
C 0.234 -1.038 7.241 0.59 -0.21 0.75 0.00
C -0.316 -0.933 5.964 -0.94 0.45 -0.22 -0.21
N -1.488 -0.392 5.464 0.39 -0.04 1.04 0.03
N -1.602 -0.524 4.109 0.77 -0.39 0.14 0.05
C -0.511 -1.151 3.729 -0.14 0.15 0.40 -0.68
Br -0.121 -1.606 1.912 -0.33 0.30 1.01 0.74
C 0.345 -1.438 4.868 0.95 -0.68 -1.29 -0.19
C 1.585 -2.072 5.010 0.62 -0.25 0.44 0.07
H 4.841 -3.394 7.587 0.02 0.01 0.08 0.13
H 1.903 -1.742 8.397 -0.06 -0.01 -0.23 0.12
H -0.293 -0.639 8.102 0.10 -0.06 -0.05 0.11
H -2.192 0.060 6.047 0.19 -0.22 -0.88 0.16
H 2.090 -2.468 4.133 0.02 0.03 0.24 0.12
```
Forces are in eV/Å.

**Total charge**: 0
**Spin multiplicity**: 1

---

ORCA calculation (ωB97M-V with the def2-TZVPD basis set) on a structure of composition C16H21Cl2Ge2Tl.

XYZ file:
```
42
Properties=species:S:1:pos:R:3:forces:R:3:mulliken_spin:R:1
Tl 1.003 -1.993 2.557 0.01 0.00 -0.16 0.29
Cl 0.767 -4.245 0.011 -0.07 0.03 0.03 0.00
C 2.455 -4.078 -0.486 0.01 0.01 0.00 0.00
Cl 3.245 -2.696 0.304 0.08 0.00 0.03 0.01
H 2.484 -3.907 -1.556 0.00 -0.02 -0.01 0.00
H 2.989 -4.974 -0.200 0.01 -0.02 -0.02 0.00
C 2.685 0.339 -2.064 0.12 0.05 -0.05 0.00
Ge 0.747 0.177 -2.019 0.30 -0.42 0.02 0.04
C 0.231 -1.431 -2.989 -0.04 -0.08 -0.10 0.00
C -0.088 1.742 -2.792 -0.11 0.16 -0.02 0.02
Ge 0.084 -0.178 0.293 -0.32 0.48 0.18 0.56
C 0.643 1.267 1.490 0.09 -0.01 0.03 -0.01
C 1.387 2.321 0.949 0.07 -0.01 0.12 0.06
C 1.776 3.397 1.736 0.00 -0.05 -0.01 -0.01
C 1.448 3.429 3.084 -0.01 0.00 0.00 0.03
C 0.719 2.389 3.643 0.03 -0.01 -0.05 -0.03
C 0.322 1.320 2.850 -0.09 0.05 0.04 -0.02
C -1.817 -0.526 0.510 -0.03 -0.20 0.08 -0.01
C -2.408 -0.786 1.750 -0.07 0.03 -0.01 0.00
C -3.773 -0.999 1.861 0.02 0.00 -0.03 -0.02
C -4.572 -0.961 0.726 -0.01 0.00 0.00 0.03
C -4.003 -0.714 -0.515 0.05 -0.01 0.01 -0.01
C -2.633 -0.510 -0.623 -0.07 -0.04 0.06 0.03
H 3.006 0.417 -3.105 0.02 0.00 0.03 0.00
H 3.155 -0.538 -1.621 0.02 0.02 -0.03 0.00
H 3.035 1.223 -1.532 0.02 -0.02 -0.02 0.00
H 0.603 -1.366 -4.013 -0.02 -0.03 0.02 0.00
H -0.851 -1.556 -3.024 0.02 -0.03 -0.02 0.00
H 0.659 -2.315 -2.518 -0.01 -0.02 -0.01 0.00
H 0.261 1.789 -3.825 -0.06 0.08 -0.01 0.00
H 0.208 2.655 -2.278 -0.01 0.02 -0.01 0.00
H -1.174 1.670 -2.789 -0.01 0.02 -0.02 0.00
H 1.662 2.314 -0.098 -0.02 0.00 -0.01 0.00
H 2.338 4.211 1.295 -0.01 -0.01 0.00 0.00
H 1.754 4.267 3.697 0.00 0.00 0.00 0.00
H 0.448 2.415 4.690 0.00 0.00 -0.01 0.00
H -0.298 0.556 3.309 0.02 -0.01 -0.02 0.02
H -1.813 -0.801 2.657 -0.01 -0.01 0.00 0.01
H -4.216 -1.189 2.830 0.01 0.00 -0.01 0.00
H -5.639 -1.124 0.810 0.01 0.00 0.00 0.00
H -4.624 -0.685 -1.401 0.01 0.00 0.01 0.00
H -2.207 -0.325 -1.602 0.00 0.01 0.00 0.00
```
Forces are in eV/Å.

**Total charge**: +1
**Spin multiplicity**: 2

---

What calculated total energy values result from the calculations? In sequence: -3716.34551; -5868.73432 hartree.
What M values result from the calculations? In sequence: 413.272; 633.853 g mol⁻¹.
What ΔE to the lowest compared entry with this formula, charge and spin values result from the calculations? In sequence: 0.0; 0.0 kJ/mol.